1.
{
  "formula": "C53H45HfN4O3P3S",
  "method": "ωB97M-V/def2-TZVPD",
  "species": ["Hf", "S", "C", "C", "C", "C", "C", "C", "C", "C", "C", "N", "H", "H", "H", "H", "H", "H", "O", "C", "O", "C", "P", "C", "C", "C", "C", "C", "C", "C", "C", "C", "C", "C", "C", "H", "H", "H", "H", "H", "H", "H", "H", "H", "H", "H", "H", "N", "P", "C", "C", "C", "C", "C", "C", "C", "C", "C", "C", "C", "C", "P", "C", "C", "C", "C", "C", "C", "C", "C", "C", "C", "C", "C", "H", "H", "H", "H", "H", "H", "H", "H", "H", "H", "H", "H", "H", "H", "H", "H", "H", "H", "H", "H", "H", "N", "C", "O", "C", "C", "C", "N", "C", "C", "H", "H", "H", "H", "H", "H"],
  "coordinates": [[-0.178, -0.076, 0.087], [-1.320, -4.326, 1.437], [-1.006, -3.493, 2.891], [-0.631, -2.203, 2.681], [-0.578, -1.859, 1.294], [-0.940, -2.940, 0.515], [-1.002, -2.893, -0.946], [-1.503, -3.926, -1.728], [-1.536, -3.785, -3.100], [-1.066, -2.607, -3.677], [-0.595, -1.623, -2.848], [-0.562, -1.745, -1.508], [-1.111, -4.006, 3.840], [-0.424, -1.514, 3.491], [-1.860, -4.829, -1.250], [-1.920, -4.583, -3.723], [-1.060, -2.463, -4.750], [-0.205, -0.699, -3.253], [-1.796, 0.664, 3.180], [-1.904, 1.035, 2.053], [-0.830, 1.336, 1.249], [-3.193, 1.124, 1.289], [-3.011, -0.121, -0.069], [-3.875, -1.584, 0.587], [-4.424, -2.488, -0.325], [-5.055, -3.640, 0.124], [-5.148, -3.892, 1.487], [-4.606, -2.994, 2.397], [-3.959, -1.846, 1.953], [-4.121, 0.460, -1.364], [-5.374, 0.979, -1.038], [-6.235, 1.379, -2.046], [-5.857, 1.256, -3.380], [-4.619, 0.725, -3.709], [-3.752, 0.328, -2.698], [-3.256, 2.108, 0.821], [-4.051, 0.947, 1.927], [-4.386, -2.277, -1.391], [-5.493, -4.330, -0.589], [-5.649, -4.786, 1.840], [-4.691, -3.180, 3.463], [-3.525, -1.169, 2.683], [-5.684, 1.059, 0.000], [-7.210, 1.778, -1.793], [-6.536, 1.569, -4.164], [-4.333, 0.620, -4.749], [-2.793, -0.108, -2.940], [1.166, 2.044, -2.070], [2.075, 0.666, -1.670], [2.648, 0.134, -3.315], [1.859, 0.364, -4.443], [2.309, -0.021, -5.700], [3.539, -0.650, -5.836], [4.322, -0.889, -4.715], [3.881, -0.500, -3.459], [3.585, 1.312, -0.902], [4.361, 0.470, -0.106], [5.535, 0.933, 0.473], [5.943, 2.241, 0.251], [5.181, 3.080, -0.554], [4.004, 2.621, -1.127], [-0.522, 2.159, -1.788], [-1.048, 2.828, -3.395], [-1.350, 1.945, -4.435], [-1.614, 2.421, -5.710], [-1.595, 3.788, -5.951], [-1.299, 4.673, -4.922], [-1.019, 4.200, -3.646], [-0.689, 3.596, -0.684], [0.388, 4.095, 0.037], [0.193, 5.130, 0.948], [-1.074, 5.658, 1.148], [-2.154, 5.164, 0.421], [-1.961, 4.137, -0.490], [1.531, 2.643, -2.804], [0.910, 0.881, -4.360], [1.701, 0.181, -6.573], [3.893, -0.944, -6.816], [5.286, -1.371, -4.819], [4.512, -0.678, -2.597], [4.064, -0.562, 0.050], [6.132, 0.272, 1.090], [6.861, 2.606, 0.696], [5.509, 4.094, -0.744], [3.424, 3.294, -1.748], [-1.381, 0.878, -4.252], [-1.839, 1.729, -6.514], [-1.813, 4.166, -6.944], [-1.288, 5.739, -5.109], [-0.784, 4.901, -2.856], [1.382, 3.689, -0.115], [1.038, 5.527, 1.501], [-1.223, 6.462, 1.859], [-3.142, 5.587, 0.562], [-2.804, 3.772, -1.074], [5.317, 0.948, 4.982], [4.772, -0.192, 4.496], [5.113, -1.305, 4.829], [3.674, -0.039, 3.462], [2.933, 1.113, 3.257], [1.942, 1.113, 2.296], [1.685, 0.040, 1.537], [2.394, -1.083, 1.753], [3.382, -1.163, 2.701], [6.035, 0.861, 5.683], [5.067, 1.864, 4.664], [3.083, 2.008, 3.848], [1.324, 1.985, 2.130], [2.149, -1.940, 1.142], [3.926, -2.080, 2.878]],
  "lowdin_charge": [1.427, 1.102, -0.365, -0.196, -0.342, -0.551, -0.295, -0.004, -0.007, -0.027, -0.149, -0.039, 0.088, 0.108, 0.114, 0.128, 0.122, 0.064, 0.130, -0.626, -0.305, -0.200, 1.054, -0.349, -0.094, -0.065, -0.066, -0.065, -0.085, -0.381, -0.070, -0.050, -0.051, -0.062, -0.118, 0.088, 0.107, 0.107, 0.114, 0.115, 0.119, 0.103, 0.117, 0.117, 0.117, 0.110, 0.062, -0.402, 0.934, -0.343, -0.112, -0.057, -0.053, -0.053, -0.074, -0.374, -0.129, -0.059, -0.052, -0.054, -0.083, 0.946, -0.347, -0.138, -0.062, -0.048, -0.047, -0.067, -0.404, -0.099, -0.058, -0.054, -0.054, -0.119, 0.082, 0.061, 0.113, 0.117, 0.117, 0.102, 0.094, 0.117, 0.116, 0.116, 0.100, 0.072, 0.115, 0.119, 0.118, 0.109, 0.083, 0.112, 0.116, 0.117, 0.114, 0.196, -0.486, 0.095, -0.095, 0.030, -0.086, -0.064, -0.141, 0.027, 0.128, 0.096, 0.124, 0.111, 0.123, 0.139],
  "e_tot_ha": -3961.42282,
  "total_charge": 2,
  "homo_lumo_gap_ha": 0.2795,
  "fmax_ev_per_a": 1.42,
  "de_lowest_kj_mol": 0.00,
  "spin_multiplicity": 1,
  "lumo_energy_ev": -5.61
}


2.
{
  "formula": "C53H47N9OPPr",
  "method": "ωB97M-V/def2-TZVPD",
  "species": ["Pr", "C", "N", "C", "C", "N", "C", "C", "C", "C", "C", "C", "N", "C", "N", "C", "C", "C", "C", "C", "C", "N", "H", "H", "H", "H", "H", "H", "H", "H", "H", "H", "H", "H", "H", "H", "H", "C", "C", "C", "C", "N", "C", "C", "C", "C", "C", "C", "N", "H", "H", "H", "H", "H", "H", "H", "H", "N", "C", "H", "C", "C", "O", "C", "C", "C", "C", "C", "C", "H", "H", "H", "H", "H", "H", "H", "H", "N", "P", "C", "C", "C", "C", "C", "C", "C", "C", "C", "C", "C", "C", "C", "C", "C", "C", "C", "C", "H", "H", "H", "H", "H", "H", "H", "H", "H", "H", "H", "H", "H", "H", "H"],
  "coordinates": [[8.584, -19.569, -3.531], [10.764, -21.416, -1.930], [10.724, -21.128, -3.293], [11.940, -20.532, -3.858], [11.835, -19.042, -4.231], [10.668, -18.345, -4.393], [11.121, -17.115, -4.927], [10.384, -15.990, -5.210], [11.128, -14.843, -5.594], [12.514, -14.739, -5.369], [13.269, -15.866, -5.137], [12.519, -17.032, -4.963], [12.900, -18.336, -4.497], [10.573, -20.262, -0.970], [9.917, -19.174, -1.355], [9.892, -17.984, -0.622], [9.555, -16.662, -1.169], [9.953, -15.519, -0.473], [10.640, -15.613, 0.712], [10.759, -16.814, 1.353], [10.509, -17.994, 0.614], [10.843, -19.228, 1.167], [11.763, -21.853, -1.638], [9.959, -22.078, -1.586], [10.632, -22.013, -3.833], [12.225, -21.035, -4.826], [12.830, -20.632, -3.232], [9.321, -15.978, -5.223], [10.481, -13.968, -5.849], [13.063, -13.799, -5.608], [14.403, -15.908, -5.052], [13.839, -18.701, -4.489], [8.985, -16.563, -2.129], [9.913, -14.541, -0.951], [10.963, -14.724, 1.247], [11.248, -16.984, 2.293], [11.087, -19.314, 2.136], [7.725, -17.093, -7.729], [8.631, -17.808, -8.536], [9.038, -19.102, -8.264], [8.692, -19.626, -7.031], [7.943, -18.883, -6.136], [7.457, -17.730, -6.442], [9.007, -21.032, -6.591], [9.775, -21.866, -7.487], [9.565, -23.242, -7.439], [9.090, -23.751, -6.216], [8.600, -22.859, -5.267], [8.497, -21.531, -5.453], [7.288, -16.163, -8.000], [8.810, -17.448, -9.559], [9.715, -19.620, -8.957], [6.827, -17.355, -5.626], [10.433, -21.441, -8.264], [9.585, -23.827, -8.323], [9.094, -24.853, -6.038], [8.210, -23.287, -4.355], [11.631, -21.507, 0.610], [11.076, -20.348, 0.364], [12.171, -21.610, 1.481], [5.626, -22.698, -3.133], [6.446, -22.100, -2.077], [7.417, -21.329, -2.338], [6.103, -22.489, -0.693], [6.968, -22.317, 0.399], [6.486, -22.523, 1.681], [5.189, -22.872, 1.929], [4.367, -23.209, 0.819], [4.815, -23.052, -0.486], [6.183, -22.745, -4.078], [4.691, -22.212, -3.392], [5.386, -23.740, -2.947], [8.004, -22.011, 0.197], [7.135, -22.242, 2.528], [4.829, -23.001, 2.934], [3.381, -23.726, 0.971], [4.227, -23.313, -1.351], [6.960, -18.013, -3.038], [5.647, -17.542, -2.339], [5.511, -15.680, -2.228], [6.255, -14.899, -1.306], [6.319, -13.550, -1.498], [5.475, -12.828, -2.318], [4.519, -13.588, -2.967], [4.479, -14.941, -2.932], [4.248, -18.180, -3.366], [3.950, -17.676, -4.652], [2.860, -18.146, -5.309], [2.200, -19.283, -4.801], [2.585, -19.838, -3.556], [3.500, -19.196, -2.819], [5.338, -17.958, -0.587], [6.251, -18.742, 0.114], [6.250, -18.789, 1.496], [5.255, -18.045, 2.141], [4.250, -17.386, 1.441], [4.232, -17.407, 0.057], [6.719, -15.500, -0.567], [7.104, -12.989, -0.978], [5.665, -11.763, -2.437], [3.959, -13.029, -3.672], [3.683, -15.450, -3.507], [4.416, -16.752, -5.065], [2.544, -17.709, -6.246], [1.490, -19.794, -5.392], [2.114, -20.762, -3.171], [3.752, -19.497, -1.793], [6.976, -19.338, -0.483], [6.883, -19.395, 2.099], [5.301, -18.053, 3.226], [3.324, -17.075, 1.908], [3.519, -16.797, -0.492]],
  "lowdin_charge": [1.117, -0.187, -0.125, -0.075, -0.283, 0.061, -0.223, -0.006, -0.049, -0.084, -0.016, -0.138, 0.174, -0.168, 0.086, -0.174, 0.023, -0.080, -0.072, 0.002, -0.178, 0.171, 0.144, 0.141, 0.138, 0.157, 0.136, 0.095, 0.123, 0.128, 0.145, 0.176, 0.098, 0.117, 0.124, 0.116, 0.156, 0.027, -0.041, -0.007, -0.184, 0.029, -0.120, -0.184, 0.018, -0.017, -0.027, -0.147, 0.033, 0.101, 0.125, 0.121, 0.094, 0.121, 0.115, 0.134, 0.104, 0.144, -0.336, 0.073, 0.006, -0.296, -0.129, -0.148, -0.009, -0.083, -0.037, -0.034, -0.011, 0.080, 0.105, 0.105, 0.118, 0.124, 0.115, 0.132, 0.104, -0.403, 0.783, -0.223, -0.087, -0.104, -0.063, -0.107, -0.080, -0.263, -0.113, -0.077, -0.039, -0.091, -0.135, -0.317, -0.089, -0.071, -0.063, -0.060, -0.076, 0.090, 0.111, 0.118, 0.101, 0.100, 0.114, 0.112, 0.092, 0.119, 0.107, 0.089, 0.090, 0.109, 0.114, 0.123],
  "e_tot_ha": -3473.86586,
  "total_charge": 2,
  "homo_lumo_gap_ha": [0.2514, 0.2526],
  "fmax_ev_per_a": 4.32,
  "de_lowest_kj_mol": 0.00,
  "spin_multiplicity": 3,
  "lumo_energy_ev": [-5.16, -5.16],
  "s_squared": 2.002
}